1.
Below is the ion C7H8N with charge +1 at a distorted geometry, with properties calculated with ωB97M-V/def2-TZVPD.

Cartesian coordinates (Å):
C  0.104  1.180  -0.236
C  0.825  0.055  0.054
C  -1.626  -0.521  -1.139
C  -2.040  0.408  0.890
C  -1.309  0.752  -0.193
C  -1.253  -0.805  0.212
C  2.311  0.128  0.219
N  0.188  -1.197  0.273
H  0.558  2.124  -0.216
H  -2.696  -0.553  -1.566
H  -0.989  -0.768  -1.875
H  -2.232  0.748  1.933
H  2.601  -0.486  -0.618
H  2.481  -0.277  1.271
H  2.772  0.996  -0.084
H  0.308  -1.784  1.074

Results
* HOMO energy (spin up / spin down): -13.39 / -13.39 eV
* gap between HOMO and LUMO (spin up / spin down): 7.1 / 7.1 eV
* spin multiplicity: 1
* charge: +1
* energy relative to the best compared isomer or geometry (same formula, charge and spin): 68.2 kcal per mole

***

2.
Below is a cluster of 3 separate species, C4H10O3 in total at a distorted geometry, with properties calculated with ωB97M-V/def2-TZVPD.

Cartesian coordinates (Å):
C  -3.039  0.271  -0.879
C  -2.263  -0.716  -1.400
C  -0.880  -0.572  -1.747
C  -0.008  -0.152  -0.747
O  1.266  -0.351  -0.902
H  -4.107  0.170  -0.779
H  -2.525  1.168  -0.577
H  -2.630  -1.734  -1.525
H  -0.555  -0.741  -2.762
H  -0.403  0.208  0.201
H  1.743  -0.103  -0.088
H  3.581  0.302  1.807
H  3.680  0.303  0.233
O  3.202  0.646  1.009
H  0.860  -0.095  2.123
H  1.173  1.158  3.012
O  0.907  0.239  3.020

Results
* HOMO energy (spin up / spin down): -14.73 / -14.95 eV
* expectation value of S²: 0.767
* gap between HOMO and LUMO (spin up / spin down): 10.4 / 7.2 eV
* spin multiplicity: 2
* charge: +1
* energy relative to the best compared isomer or geometry (same formula, charge and spin): 13.7 kcal per mole

***

3.
Below is the ion C10H27NOPS with charge -1 at a distorted geometry, with properties calculated with ωB97M-V/def2-TZVPD.

Cartesian coordinates (Å):
C  -1.920  -2.947  -0.232
C  -1.466  -2.708  -1.670
C  -0.017  -3.159  -1.793
C  -1.725  -1.271  -2.206
C  -2.819  -0.530  -1.440
C  -0.494  -0.369  -2.264
O  -0.150  0.062  -0.976
P  1.550  0.492  -0.750
S  1.572  -0.703  1.199
C  1.018  2.111  0.118
C  1.948  2.643  1.223
C  1.188  3.228  2.420
C  0.457  2.216  3.271
N  1.385  1.447  4.113
H  -2.970  -2.738  -0.074
H  -1.741  -3.990  0.012
H  -1.295  -2.369  0.442
H  -2.054  -3.380  -2.298
H  0.093  -4.126  -1.310
H  0.654  -2.471  -1.294
H  0.291  -3.286  -2.828
H  -2.119  -1.373  -3.218
H  -3.793  -0.996  -1.575
H  -2.861  0.483  -1.828
H  -2.594  -0.459  -0.386
H  -0.772  0.502  -2.877
H  0.349  -0.841  -2.771
H  1.961  -0.730  -1.395
H  2.941  0.817  -0.489
H  1.580  1.174  -2.040
H  0.269  -0.924  1.399
H  0.996  2.871  -0.659
H  0.001  2.048  0.484
H  2.502  3.479  0.801
H  2.694  1.908  1.518
H  0.444  3.906  2.010
H  1.845  3.787  3.089
H  -0.107  1.538  2.629
H  -0.273  2.725  3.898
H  2.297  1.469  3.668
H  1.133  0.467  4.075

Results
* HOMO energy: -4.06 eV
* gap between HOMO and LUMO: 7.5 eV
* spin multiplicity: 1
* charge: -1

***

4.
Below is a structure of composition C18H22IrN4OSi at a distorted geometry, with properties calculated with ωB97M-V/def2-TZVPD.

Cartesian coordinates (Å):
Ir  -0.575  0.321  -0.067
O  -0.748  2.187  -0.610
C  -0.068  3.051  -1.359
C  -0.757  4.182  -1.817
C  -0.121  5.124  -2.588
C  1.224  4.954  -2.926
C  1.908  3.844  -2.482
C  1.287  2.875  -1.690
C  2.030  1.715  -1.214
N  1.558  0.706  -0.498
C  2.601  -0.165  -0.250
C  3.725  0.330  -0.819
N  3.351  1.510  -1.418
H  -1.799  4.275  -1.537
H  -0.661  5.994  -2.937
H  1.731  5.690  -3.536
H  2.948  3.740  -2.766
H  2.466  -1.068  0.322
H  4.737  -0.037  -0.847
H  3.969  2.127  -1.915
C  -0.273  1.553  3.712
C  -0.654  0.133  3.425
C  -0.970  -0.795  4.401
C  -1.333  -2.083  4.020
C  -1.378  -2.448  2.685
C  -1.031  -1.478  1.758
N  -0.688  -0.240  2.141
N  -1.010  -1.536  0.357
Si  -1.229  -2.898  -0.782
C  -3.023  -3.085  -1.151
C  -0.532  -4.428  -0.018
C  -0.291  -2.423  -2.301
H  -0.287  1.758  4.780
H  -0.967  2.236  3.218
H  0.728  1.760  3.330
H  -0.943  -0.509  5.443
H  -1.596  -2.811  4.777
H  -1.676  -3.438  2.374
H  -3.590  -3.335  -0.249
H  -3.181  -3.887  -1.878
H  -3.440  -2.164  -1.569
H  -1.214  -4.873  0.709
H  0.432  -4.257  0.468
H  -0.378  -5.165  -0.812
H  -0.546  -1.401  -2.607
H  -0.530  -3.077  -3.144
H  0.789  -2.466  -2.131

Results
* HOMO energy (spin up / spin down): -11.04 / -11.42 eV
* expectation value of S²: 6.024
* gap between HOMO and LUMO (spin up / spin down): 8.8 / 6.2 eV
* spin multiplicity: 5
* charge: +1

***

Values of electronic energy, in order: -8865.513, -10442.780, -34469.561, -37741.639, all in eV.